(1)
Formula: C28H73ClO10Si
Source: the OMol25 dataset
Level of theory: ωB97M-V with the def2-TZVPD basis set

## Properties
SMILES: CCO[SiH2]CC(=O)Cl.CC(C)O.CC(C)O.CC(C)O.CC(C)O.CC(C)O.CC(C)O.CC(C)O.CC(C)O
Energy above the lowest of the compared OMol25 structures with the same formula, charge and spin: 19.00 kJ/mol
HOMO-LUMO gap: 0.3843 hartree
Spin multiplicity: 1

Each line ends with the Löwdin charge.
Atoms and positions in Å:
C 2.349 -0.613 -2.191  -0.0654
C 1.281 -0.255 -3.182  -0.3076
O 0.240 -1.233 -3.205  -0.2835
Si 0.242 -2.248 -4.503  0.6176
C 1.680 -3.500 -4.478  -0.2545
C 2.789 -3.014 -5.361  -0.8761
O 2.659 -2.726 -6.516  0.0204
Cl 4.401 -2.931 -4.604  0.6406
H 2.000 -0.498 -1.184  0.0638
H 3.230 -0.021 -2.344  0.0822
H 2.637 -1.640 -2.326  0.0473
H 1.745 -0.183 -4.162  0.0970
H 0.861 0.703 -2.952  0.0912
H -1.028 -2.989 -4.582  -0.0211
H 0.331 -1.400 -5.706  0.0069
H 1.366 -4.453 -4.857  0.0832
H 2.073 -3.644 -3.488  0.0549
C 2.717 -0.810 2.385  -0.0636
C 3.995 -0.276 1.757  -0.4946
C 4.995 0.163 2.815  -0.0649
O 3.692 0.808 0.875  -0.0611
H 2.225 -0.037 2.980  0.0747
H 2.013 -1.122 1.612  0.0682
H 2.921 -1.663 3.034  0.0834
H 4.445 -1.047 1.131  0.1374
H 4.576 0.971 3.423  0.0825
H 5.903 0.544 2.347  0.0768
H 5.267 -0.661 3.474  0.0687
H 3.292 1.508 1.400  0.0827
C 8.264 -0.067 6.126  -0.0633
C 8.354 -1.428 5.452  -0.5001
C 9.789 -1.928 5.389  -0.0642
O 7.789 -1.370 4.143  -0.0612
H 8.834 0.676 5.561  0.0809
H 7.229 0.274 6.163  0.0769
H 8.657 -0.100 7.143  0.0787
H 7.745 -2.145 6.002  0.1363
H 10.406 -1.242 4.802  0.0806
H 9.834 -2.903 4.905  0.0784
H 10.224 -2.013 6.386  0.0789
H 8.304 -0.743 3.627  0.0853
C -1.548 4.630 -2.991  -0.0570
C -0.634 3.460 -2.658  -0.4944
C 0.308 3.794 -1.510  -0.0533
O 0.116 3.081 -3.811  -0.0559
H -0.961 5.497 -3.307  0.0687
H -2.216 4.372 -3.813  0.0808
H -2.152 4.920 -2.130  0.0805
H -1.236 2.590 -2.394  0.1368
H 0.951 4.636 -1.777  0.0836
H 0.956 2.946 -1.287  0.0725
H -0.246 4.055 -0.607  0.0803
H 0.660 3.833 -4.061  0.0603
C -2.257 -0.599 5.362  -0.0652
C -1.212 -0.489 4.267  -0.4886
C -1.217 -1.716 3.367  -0.0535
O 0.075 -0.314 4.856  -0.0622
H -2.042 -1.461 5.996  0.0727
H -2.238 0.287 5.995  0.0702
H -3.263 -0.711 4.953  0.0827
H -1.395 0.402 3.666  0.1371
H -0.991 -2.614 3.948  0.0848
H -0.455 -1.625 2.593  0.0670
H -2.187 -1.851 2.886  0.0797
H 0.245 -1.088 5.407  0.0616
C -1.155 -0.485 8.856  -0.0501
C -0.597 -1.898 8.767  -0.4884
C 0.182 -2.279 10.016  -0.0620
O 0.240 -2.024 7.610  -0.0652
H -0.341 0.239 8.945  0.0885
H -1.709 -0.241 7.954  0.0438
H -1.817 -0.366 9.714  0.0841
H -1.415 -2.604 8.622  0.1377
H 1.034 -1.608 10.152  0.0820
H 0.574 -3.292 9.929  0.0794
H -0.445 -2.222 10.905  0.0805
H 0.974 -1.411 7.721  0.0898
C 1.529 5.899 -7.131  -0.0555
C 1.322 6.304 -5.679  -0.5024
C 0.543 7.605 -5.565  -0.0609
O 2.579 6.423 -5.015  -0.0499
H 2.108 6.661 -7.658  0.0816
H 2.086 4.964 -7.190  0.0817
H 0.577 5.770 -7.647  0.0819
H 0.779 5.514 -5.160  0.1057
H 1.093 8.419 -6.044  0.0813
H 0.405 7.877 -4.518  0.0775
H -0.437 7.525 -6.036  0.0816
H 3.079 7.115 -5.456  0.0848
C -5.741 -0.671 -4.707  -0.0669
C -4.894 -1.898 -4.411  -0.4980
C -3.773 -1.580 -3.433  -0.0638
O -4.351 -2.426 -5.625  -0.0592
H -5.128 0.111 -5.166  0.0794
H -6.537 -0.918 -5.410  0.0775
H -6.191 -0.272 -3.798  0.0746
H -5.527 -2.680 -3.997  0.1182
H -3.100 -0.826 -3.850  0.0776
H -3.177 -2.470 -3.234  0.0660
H -4.167 -1.205 -2.487  0.0805
H -3.788 -1.749 -6.011  0.0802
C -10.015 -2.461 -1.856  -0.0633
C -9.128 -2.559 -3.088  -0.4957
C -9.392 -3.838 -3.868  -0.0602
O -7.752 -2.481 -2.716  -0.0629
H -9.817 -3.294 -1.177  0.0805
H -9.813 -1.539 -1.311  0.0783
H -11.071 -2.482 -2.126  0.0795
H -9.306 -1.698 -3.733  0.1370
H -9.174 -4.713 -3.249  0.0812
H -8.748 -3.890 -4.746  0.0794
H -10.431 -3.897 -4.193  0.0796
H -7.558 -3.230 -2.144  0.0891

=====

(2)
Formula: C3H27N2O9
Source: the OMol25 dataset
Level of theory: ωB97M-V with the def2-TZVPD basis set

## Properties
Energy above the lowest of the compared OMol25 structures with the same formula, charge and spin: 238.17 kJ/mol
Total charge: +1
HOMO-LUMO gap: 0.3695 hartree
Spin multiplicity: 1

Each line ends with the Löwdin charge.
Atoms and positions in Å:
N -1.198 0.089 -0.097  0.1173
C -0.979 0.980 -1.221  -0.2997
C 0.576 1.178 -1.319  -0.2112
O 1.119 1.053 -0.040  -0.1203
C -1.651 0.433 -2.524  -0.1935
N -2.944 1.148 -2.732  -0.0035
H -0.695 0.513 0.796  0.2025
H -0.602 -0.831 -0.296  0.1397
H -2.165 -0.239 0.243  0.1561
H -1.475 1.927 -0.994  0.1296
H 0.699 2.177 -1.703  0.1192
H 1.125 0.529 -2.073  0.1467
H 1.024 1.950 0.454  0.0747
H -0.833 0.466 -3.459  0.1658
H -1.905 -0.615 -2.564  0.0964
H -3.014 2.058 -3.012  0.0305
H -3.662 0.751 -3.435  0.1278
H -2.925 -2.445 0.074  0.0506
H -1.423 -2.437 0.690  0.0400
O -2.345 -2.062 0.710  -0.0509
H 3.536 -2.965 -1.003  -0.0101
H 3.157 -2.493 0.257  0.0443
O 2.919 -2.402 -0.721  -0.0180
H 1.762 3.522 1.859  0.0394
H 2.157 4.033 0.542  0.0277
O 1.606 3.417 0.913  -0.0068
H 0.508 -2.450 1.137  -0.0612
H 0.828 -1.233 2.134  0.0779
O 0.565 -2.163 1.998  -0.0134
H -3.566 1.821 1.203  0.0120
H -3.297 1.828 -0.352  0.0111
O -3.581 2.365 0.436  -0.0483
H -0.093 -3.297 -1.175  0.1267
H 1.231 -2.525 -0.764  0.0757
O 0.197 -2.524 -0.594  -0.1385
H 2.379 -2.648 2.385  -0.0222
H 3.848 -2.323 2.283  0.1016
O 3.119 -2.859 1.894  -0.0159
H 1.592 2.213 4.002  0.0501
H 2.674 1.885 2.998  0.0937
O 1.732 2.173 3.069  -0.0435

=====

(3)
Formula: C13H35B2FNO6S3
Source: the OMol25 dataset
Level of theory: ωB97M-V with the def2-TZVPD basis set

## Properties
Total charge: -1
HOMO-LUMO gap: 0.2004 hartree
Spin multiplicity: 1

Each line ends with the Löwdin charge.
Atoms and positions in Å:
C 3.470 2.325 3.229  -0.1034
N 3.666 1.762 1.900  -0.0935
C 4.255 0.426 1.957  -0.1024
B 2.488 1.834 1.091  -0.4425
O 2.431 0.826 0.088  0.0382
B 1.245 3.047 1.234  -0.5477
O 0.414 3.189 -0.052  -0.1004
C -0.915 2.982 0.304  -0.2211
C -0.792 2.135 1.546  -0.4191
C -2.054 1.835 2.314  -0.1361
C -2.435 0.369 2.266  -0.1953
C -3.565 0.102 3.184  -0.2238
F -4.200 -1.113 2.898  -0.0901
O 0.193 2.753 2.282  -0.0370
H 2.732 1.779 3.796  0.0838
H 3.206 3.366 3.171  0.0704
H 4.397 2.249 3.786  0.0700
H 3.792 -0.189 2.717  0.0843
H 4.215 -0.048 1.002  0.0324
H 5.302 0.493 2.235  0.0751
H 1.916 0.077 0.412  0.0883
H 1.809 4.157 1.417  0.0847
H -1.470 2.447 -0.463  0.1177
H -1.366 3.945 0.542  0.1191
H -0.417 1.178 1.145  0.1386
H -2.885 2.407 1.923  0.1140
H -1.939 2.106 3.355  0.1210
H -2.674 0.057 1.260  0.1208
H -1.570 -0.186 2.592  0.1176
H -4.312 0.884 3.155  0.1131
H -3.212 0.026 4.202  0.1151
C 2.856 -3.464 -1.536  -0.2751
S 4.467 -3.224 -0.788  0.8067
O 4.295 -2.283 0.350  -0.5410
C 5.150 -2.281 -2.155  -0.2627
H 2.236 -4.001 -0.820  0.0483
H 2.407 -2.499 -1.767  0.0362
H 2.955 -4.052 -2.447  0.0528
H 4.533 -1.400 -2.322  0.0422
H 5.176 -2.903 -3.050  0.0540
H 6.159 -1.986 -1.876  0.0470
C -7.257 -1.567 1.442  -0.2767
S -6.242 -1.470 -0.034  0.7948
O -6.761 -0.337 -0.839  -0.5526
C -6.874 -2.971 -0.797  -0.2786
H -7.040 -0.687 2.042  0.0453
H -8.310 -1.580 1.158  0.0540
H -6.993 -2.463 2.002  0.0535
H -7.952 -2.885 -0.933  0.0531
H -6.631 -3.826 -0.167  0.0504
H -6.386 -3.076 -1.763  0.0458
C 2.474 0.668 -3.538  -0.2595
S 1.305 -0.553 -4.106  0.8162
O 2.030 -1.856 -4.212  -0.5740
C 1.168 0.097 -5.775  -0.2794
H 2.737 0.442 -2.510  0.0313
H 3.358 0.635 -4.179  0.0599
H 2.007 1.652 -3.563  0.0662
H 2.153 0.104 -6.241  0.0534
H 0.755 1.103 -5.731  0.0527
H 0.498 -0.553 -6.333  0.0440

=====

(4)
Formula: C8H12N3
Source: the OMol25 dataset
Level of theory: ωB97M-V with the def2-TZVPD basis set

## Properties
Energy above the lowest of the compared OMol25 structures with the same formula, charge and spin: 508.60 kJ/mol
Total charge: +1
HOMO-LUMO gap (alpha / beta): 0.2656 / 0.2657 hartree
Spin multiplicity: 1

Each line ends with the Löwdin charge.
Atoms and positions in Å:
C -3.293 -0.011 0.079  -0.0657
C -2.880 -1.273 0.040  -0.0736
C -2.371 1.046 -0.201  0.0071
C -1.502 -1.666 0.066  -0.0038
C -1.036 0.733 -0.342  -0.1955
C -0.780 -0.572 -0.133  0.1493
C 0.170 1.711 -0.266  -0.2237
C 2.149 -0.859 -0.363  -0.2627
N 2.776 -0.563 0.703  0.0660
N 2.834 -1.333 -1.425  0.0532
N 0.628 1.526 1.052  -0.0337
H -4.387 0.283 0.068  0.1491
H -3.578 -2.103 0.201  0.1353
H -2.710 2.105 -0.096  0.1458
H -1.081 -2.651 0.346  0.1492
H 0.990 1.352 -0.875  0.0877
H -0.045 2.839 -0.417  0.1503
H 3.770 -0.999 0.797  0.1624
H 2.383 -0.271 1.640  0.1309
H 2.381 -1.373 -2.392  0.1336
H 3.892 -1.547 -1.477  0.1467
H 1.619 1.797 1.150  0.0922
H 0.071 1.829 1.844  0.1000

=====

(5)
Formula: C29H38AuGe2NO4
Source: the OMol25 dataset
Level of theory: ωB97M-V with the def2-TZVPD basis set

## Properties
Total charge: +2
HOMO-LUMO gap: 0.1642 hartree
Spin multiplicity: 1

Each line ends with the Löwdin charge.
Atoms and positions in Å:
Au 2.026 -0.106 1.012  0.9670
O 0.868 1.279 2.742  -0.1436
C 1.793 2.140 3.376  -0.1535
C 3.144 2.224 2.704  -0.2295
C 4.085 3.120 3.204  0.0223
C 5.328 3.204 2.607  0.0061
C 5.594 2.418 1.492  -0.0048
C 4.606 1.565 1.049  -0.1096
N 3.424 1.467 1.652  -0.0080
H 0.767 0.463 3.253  0.0786
H 1.958 1.849 4.417  0.1523
H 1.361 3.148 3.383  0.1466
H 3.829 3.726 4.057  0.1372
H 6.078 3.871 3.000  0.1316
H 6.538 2.467 0.975  0.1270
H 4.731 0.944 0.175  0.1077
C 1.473 -3.868 -0.866  -0.1641
C 2.498 -2.943 -1.470  -0.3114
Ge 2.018 -0.946 -1.304  0.9914
C 3.263 -0.039 -2.674  -0.3190
C 2.937 1.436 -2.747  -0.1920
C 0.254 -0.732 -2.174  -0.2140
C -0.845 -0.027 -1.843  -0.2988
Ge -0.943 0.908 0.011  1.2259
C -2.273 0.892 1.586  -0.2769
C -3.690 0.415 1.314  -0.1368
C -0.084 2.768 -0.194  -0.3092
C -1.195 3.759 -0.513  -0.1436
C -1.982 0.194 -2.711  -0.2486
C -2.023 -0.263 -4.041  -0.0115
C -3.130 -0.026 -4.827  -0.0473
C -4.216 0.683 -4.327  -0.0403
C -4.190 1.151 -3.017  -0.0486
C -3.089 0.909 -2.230  -0.0617
H 1.846 -4.894 -0.909  0.0904
H 0.529 -3.834 -1.406  0.0741
H 1.303 -3.639 0.186  0.0629
H 2.634 -3.127 -2.535  0.0832
H 3.460 -3.057 -0.972  0.0634
H 3.107 -0.528 -3.634  0.0816
H 4.293 -0.212 -2.368  0.0587
H 1.960 1.589 -3.205  0.0705
H 3.685 1.958 -3.345  0.0837
H 2.938 1.891 -1.754  0.0409
H 0.243 -1.290 -3.109  0.0807
H -2.269 1.924 1.942  0.0698
H -1.796 0.275 2.347  0.0528
H -4.260 1.153 0.753  0.0731
H -4.198 0.253 2.264  0.0896
H -3.704 -0.527 0.769  0.0690
H 0.641 2.738 -1.006  0.0488
H 0.434 3.040 0.721  0.0427
H -1.644 3.543 -1.480  0.0734
H -0.786 4.767 -0.551  0.0906
H -1.975 3.750 0.245  0.0701
H -1.188 -0.808 -4.450  0.1074
H -3.147 -0.391 -5.841  0.1168
H -5.070 0.881 -4.953  0.1164
H -5.025 1.709 -2.623  0.1161
H -3.066 1.277 -1.207  0.0632
O -2.057 -2.669 -0.353  0.0806
C -2.216 -3.059 0.911  -0.2565
C -3.282 -3.925 1.192  0.0156
C -3.519 -4.353 2.477  -0.0313
C -2.690 -3.938 3.518  -0.0511
C -1.608 -3.114 3.258  -0.0015
C -1.360 -2.652 1.965  -0.0818
C -0.237 -1.728 1.736  -0.5778
O 0.627 -1.493 2.579  0.0050
O -0.175 -1.144 0.572  -0.2548
H -1.266 -2.095 -0.414  0.0557
H -3.895 -4.233 0.360  0.1289
H -4.347 -5.016 2.674  0.1216
H -2.884 -4.268 4.524  0.1126
H -0.946 -2.807 4.054  0.1238

=====

(6)
Formula: C3H14O5
Source: the OMol25 dataset
Level of theory: ωB97M-V with the def2-TZVPD basis set

## Properties
SMILES: OCCCO.O.O.O
Energy above the lowest of the compared OMol25 structures with the same formula, charge and spin: 108.44 kJ/mol
HOMO-LUMO gap: 0.4012 hartree
Spin multiplicity: 1

Each line ends with the Löwdin charge.
Atoms and positions in Å:
O 0.590 1.057 0.821  -0.1361
C 1.576 -0.033 0.962  -0.1810
C 1.146 -1.163 0.065  -0.1665
C 1.496 -0.935 -1.397  -0.2474
O 1.175 -2.127 -2.160  -0.0764
H 0.517 1.181 -0.130  0.0602
H 2.495 0.517 0.786  0.1208
H 1.489 -0.313 1.995  0.1099
H 1.482 -2.161 0.310  0.1214
H 0.055 -1.227 0.135  0.1070
H 0.954 -0.081 -1.829  0.1105
H 2.536 -0.781 -1.690  0.1230
H 0.219 -2.205 -2.113  0.0766
O -1.429 2.606 0.003  -0.0592
H -2.012 3.235 0.444  0.0523
H -0.895 2.340 0.771  0.0172
O -1.941 -0.424 1.945  -0.0621
H -1.346 0.268 1.590  0.0025
H -1.522 -0.563 2.803  0.0402
O -2.175 -0.087 -1.122  -0.0554
H -1.807 0.507 -1.778  0.0295
H -2.603 0.389 -0.409  0.0131

=====

(7)
Formula: F2HPS
Source: the OMol25 dataset
Level of theory: ωB97M-V with the def2-TZVPD basis set

## Properties
Energy above the lowest of the compared OMol25 structures with the same formula, charge and spin: 356.55 kJ/mol
HOMO-LUMO gap (alpha / beta): 0.2653 / 0.3415 hartree
Spin multiplicity: 1

Each line ends with the Löwdin charge.
Atoms and positions in Å:
F -1.258 0.453 0.101  -0.3426
F 0.882 1.199 0.719  -0.3107
P 0.244 -0.167 0.137  0.2837
S 0.267 -1.569 1.511  0.2634
H -0.135 0.084 -2.468  0.1062

=====

(8)
Formula: C15H39MgN3O12S5
Source: the OMol25 dataset
Level of theory: ωB97M-V with the def2-TZVPD basis set

## Properties
Energy above the lowest of the compared OMol25 structures with the same formula, charge and spin: 242.96 kJ/mol
HOMO-LUMO gap: 0.2938 hartree
Spin multiplicity: 1

Each line ends with the Löwdin charge.
Atoms and positions in Å:
Mg -2.151 0.927 0.677  0.5624
N 0.319 -0.972 1.095  -0.4418
O -0.699 -0.396 0.611  -0.0638
O 0.181 -1.704 2.082  0.0101
O 1.435 -0.775 0.548  -0.0492
N -1.526 2.922 3.051  -0.5406
O -0.361 3.364 3.161  -0.0107
O -2.508 3.589 3.356  0.0123
O -1.719 1.812 2.402  -0.1380
C 2.489 -2.352 2.915  -0.0725
C 3.669 -1.510 2.896  -0.2851
N 4.598 -0.848 2.878  0.1255
H 1.685 -1.879 2.336  0.0012
H 2.116 -2.520 3.918  0.0898
H 2.696 -3.278 2.377  0.0845
C -3.044 -2.425 3.054  -0.2277
S -4.139 -1.410 2.084  0.9316
O -3.337 -0.207 1.747  -0.5594
C -4.144 -2.457 0.644  -0.2445
H -2.663 -1.803 3.863  0.0710
H -2.176 -2.649 2.431  0.0419
H -3.514 -3.343 3.389  0.0650
H -4.648 -1.980 -0.191  0.0483
H -4.709 -3.370 0.870  0.0714
H -3.145 -2.770 0.344  0.0500
C 2.539 2.142 1.176  -0.2552
S 3.354 3.504 0.323  0.7850
O 4.283 4.284 1.165  -0.5330
C 4.321 2.438 -0.739  -0.2676
H 3.218 1.547 1.783  0.0580
H 2.077 1.564 0.376  0.0305
H 1.775 2.586 1.814  0.0285
H 4.990 3.028 -1.354  0.0537
H 3.582 1.841 -1.262  0.0231
H 4.920 1.780 -0.105  0.0657
C -1.892 1.330 -3.001  -0.2387
S -3.028 0.120 -2.371  0.9171
O -3.004 0.160 -0.885  -0.5450
C -4.509 0.970 -2.865  -0.2326
H -0.891 0.891 -2.934  0.0667
H -1.999 2.294 -2.532  0.0422
H -2.030 1.363 -4.091  0.0755
H -4.501 1.968 -2.421  0.0700
H -5.344 0.464 -2.376  0.0634
H -4.610 0.961 -3.942  0.0654
C 0.500 -3.755 -0.223  -0.3270
S -0.271 -4.046 -1.806  0.8535
O -1.708 -4.233 -1.534  -0.5464
C -0.141 -2.340 -2.354  -0.2261
H 0.906 -4.701 0.121  0.0883
H -0.284 -3.372 0.426  0.0606
H 1.302 -3.021 -0.311  -0.0721
H 0.855 -2.104 -2.721  0.0539
H -0.401 -1.784 -1.448  0.0378
H -0.884 -2.155 -3.124  0.0450
C -1.764 4.885 0.418  -0.2122
S -0.497 3.692 0.136  0.8977
O -1.200 2.417 -0.170  -0.5451
C 0.067 4.352 -1.394  -0.2588
H -2.304 4.618 1.327  0.0464
H -2.443 4.836 -0.441  0.0672
H -1.387 5.904 0.484  0.0807
H -0.810 4.599 -2.028  0.0618
H 0.670 3.678 -1.989  0.0605
H 0.490 5.341 -1.221  0.0707
C 2.712 -3.366 -0.839  -0.0625
C 3.327 -2.266 -1.697  -0.4599
O 3.606 -2.438 -2.859  0.0744
C 3.516 -0.978 -0.968  -0.0153
H 2.166 -2.923 0.003  0.0317
H 3.450 -4.035 -0.389  0.1320
H 2.012 -3.988 -1.397  0.0513
H 4.143 -1.153 -0.091  0.0993
H 2.517 -0.683 -0.616  0.0420
H 3.897 -0.184 -1.593  0.0661